Molecular formula: C6H24O9
Method: DFT, wB97M-V/def2-TZVPD

```
39
Properties=species:S:1:pos:R:3:forces:R:3
O 4.115 2.033 -1.469 0.26 -0.11 -0.01
H 3.954 2.675 -2.161 -0.02 0.14 -0.18
H 3.289 1.986 -0.988 -0.34 -0.05 0.25
O -0.936 5.753 1.006 0.01 -0.26 -0.11
H -0.150 6.281 1.144 0.23 0.13 -0.01
H -1.602 6.166 1.555 -0.22 0.08 0.12
O 0.872 1.887 0.619 0.34 -0.02 0.02
H 0.398 2.697 0.809 -0.13 0.31 0.04
H 0.195 1.274 0.332 -0.16 -0.30 -0.15
C -2.431 -1.701 -5.873 -2.06 0.95 0.82
C -2.979 -0.512 -5.008 1.52 -0.66 0.45
O -1.950 0.084 -4.171 -0.51 0.00 -0.80
O -2.190 -2.864 -5.122 0.79 0.05 0.36
H -1.604 -1.358 -6.494 0.04 -0.22 -0.08
H -3.318 -2.012 -6.424 0.23 0.30 -0.84
H -3.775 -0.878 -4.360 -0.18 -0.12 -0.13
H -3.372 0.275 -5.652 0.15 0.02 0.01
H -1.736 -0.509 -3.447 -0.10 -0.18 0.06
H -1.339 -2.763 -4.689 0.19 -0.17 0.23
C 0.361 -2.710 -0.398 0.24 -0.97 0.38
C 1.547 -2.600 -1.363 -0.30 1.31 0.86
O 1.248 -3.031 -2.679 -0.20 -0.24 0.28
O -0.546 -1.612 -0.472 0.24 -0.10 -0.63
H 0.663 -2.813 0.645 0.84 0.40 0.07
H -0.105 -3.687 -0.523 -0.56 0.00 -0.71
H 2.444 -3.061 -0.952 -0.21 -0.64 0.08
H 1.813 -1.543 -1.363 -0.04 0.37 -0.20
H 2.088 -3.092 -3.141 -0.03 -0.01 -0.17
H -1.263 -1.788 0.142 -0.07 -0.01 0.00
C 0.357 0.832 5.299 1.29 0.61 0.34
C 1.434 0.896 6.424 -1.20 -0.78 -0.70
O 1.572 -0.418 7.017 0.27 1.36 -0.33
O -0.938 0.621 5.809 -0.21 -0.53 0.29
H 0.636 0.023 4.624 -0.32 -0.02 -0.03
H 0.338 1.780 4.761 0.38 0.05 -0.31
H 1.078 1.655 7.121 0.08 -0.06 0.54
H 2.386 1.257 6.034 0.09 -0.45 -0.01
H 0.673 -0.680 7.229 -0.19 -0.17 0.11
H -1.226 1.459 6.179 -0.17 -0.02 0.10
```
Positions in Å, forces in eV/Å.

The value obtained for the relative energy (zero: lowest compared OMol25 entry of this formula, charge and spin) is 43.0 kcal per mole. Its spin multiplicity is 1. As for the LUMO energy: 0.012 hartree. Its HOMO energy is -9.679 eV. The molecular weight is 240.25 g/mol. Its structure (SMILES) is OCCO.OCCO.OCCO.O.O.O. Its charge is 0. For the strongest force on any atom, the calculation gives 2.415 eV/Å.

Molecular formula: C6H25N2O4
Method: DFT, wB97M-V/def2-TZVPD

```
37
Properties=species:S:1:pos:R:3:forces:R:3
C 0.915 0.810 -0.399 1.06 0.13 -0.02
N 1.557 0.034 0.661 -0.31 -0.63 -0.57
C 0.902 0.142 1.980 1.61 -1.33 1.07
C -0.134 -0.941 2.250 0.06 -0.59 1.47
C -0.356 0.203 -1.001 -0.23 0.28 -0.66
N 0.011 -1.004 -1.891 0.74 1.33 -0.06
C -2.407 0.662 -2.497 0.83 0.94 0.18
C -1.097 1.212 -1.879 -0.27 1.38 -0.59
H 0.665 1.817 0.033 0.14 -0.97 -0.59
H 1.699 0.993 -1.206 -1.03 -0.15 0.65
H 1.764 -0.970 0.369 -0.46 1.97 0.71
H 1.750 0.036 2.731 -1.05 0.20 -0.64
H 0.443 1.111 2.167 0.21 0.18 -0.45
H 0.246 -1.937 1.963 -0.19 0.41 0.05
H -1.046 -0.713 1.738 -0.55 -0.06 -0.36
H -0.417 -1.018 3.347 0.46 0.23 -1.16
H -1.011 -0.220 -0.211 0.38 0.50 -0.59
H 0.689 -1.602 -1.362 0.09 -0.16 -0.64
H -0.821 -1.553 -2.094 0.07 0.07 -0.29
H 0.462 -0.628 -2.777 -0.72 -0.89 1.28
H -2.962 0.121 -1.762 -0.42 -0.43 0.61
H -2.231 0.023 -3.344 0.06 -0.29 -0.47
H -3.033 1.493 -2.815 0.01 -0.06 -0.17
H -0.456 1.732 -2.683 -0.47 -1.28 0.98
H -1.351 2.099 -1.258 0.08 -0.83 -0.09
H -1.018 4.424 0.633 -1.22 2.27 -0.59
H 0.061 3.893 1.526 1.73 0.83 1.93
O -0.545 3.675 0.874 -0.39 -2.77 -1.34
H -1.529 2.228 0.997 0.23 0.45 0.09
H -2.717 1.569 1.604 -3.20 0.66 2.54
O -2.026 1.408 1.054 2.64 -1.20 -2.41
H 2.252 -4.192 1.958 -0.11 -1.83 0.67
H 2.835 -2.836 2.130 0.88 0.89 0.72
O 2.249 -3.336 1.593 -0.72 0.80 -1.18
H 2.790 -2.913 -1.405 -1.25 0.18 0.73
H 1.961 -3.064 -0.042 0.35 0.01 -0.47
O 1.907 -2.753 -0.980 0.97 -0.25 -0.35
```
Positions in Å, forces in eV/Å.

The value obtained for the relative energy (zero: lowest compared OMol25 entry of this formula, charge and spin) is 33.8 kcal per mole. Its spin multiplicity is 1. As for the LUMO energy: -0.089 hartree. Its HOMO energy is -11.600 eV. The molecular weight is 189.28 g/mol. Its charge is +1. For the strongest force on any atom, the calculation gives 4.142 eV/Å.

Molecular formula: C6H25NO7
Method: DFT, wB97M-V/def2-TZVPD

```
39
Properties=species:S:1:pos:R:3:forces:R:3
C 0.657 -3.171 1.630 -2.34 -0.83 -0.67
C 0.000 -3.037 0.441 0.43 0.67 0.54
N 0.370 -2.076 -0.453 0.46 1.72 -1.62
C -0.220 -1.889 -1.778 -2.57 1.49 -0.15
C 2.392 0.532 -3.111 2.00 -0.94 -2.83
C 1.375 -0.100 -2.330 -4.09 -1.82 2.35
C 0.778 -1.256 -2.687 0.36 1.02 1.20
H 1.542 -2.651 1.888 0.66 0.70 -0.09
H 0.141 -3.665 2.441 0.27 -0.56 -0.13
H -0.879 -3.599 0.027 0.83 0.29 1.16
H 1.052 -1.289 -0.260 -1.19 -1.86 0.30
H -0.641 -2.794 -2.220 0.40 -0.24 0.36
H -1.239 -1.105 -1.845 3.02 -2.54 0.06
H 3.068 -0.359 -3.441 -0.95 1.72 0.07
H 2.003 1.051 -4.046 0.46 -0.57 1.20
H 3.046 1.183 -2.592 0.40 0.86 0.61
H 0.833 0.265 -1.342 1.83 -0.02 -2.22
H 1.016 -1.851 -3.526 0.59 -0.22 -1.09
H 0.112 1.829 -0.747 0.42 0.77 0.46
H 0.553 3.128 0.093 -0.24 -0.22 -0.11
O 0.859 2.303 -0.322 0.15 -0.49 -0.98
H 0.104 2.654 1.887 -1.09 1.92 -0.49
H -1.001 3.633 1.326 -1.56 -0.28 -0.35
O -0.123 3.616 1.644 2.31 -1.00 1.31
H 1.691 1.338 1.142 -0.90 1.17 -1.22
H 2.357 0.318 1.899 -3.35 0.61 0.14
O 1.368 0.707 1.781 4.65 -2.01 0.81
H 0.251 -0.952 4.165 0.56 0.65 -0.35
H 1.100 0.326 3.639 0.06 -0.49 -0.36
O 0.369 0.015 4.179 -1.01 -0.22 0.82
H -1.860 -0.556 -0.681 -0.11 -1.47 0.64
H -1.548 0.629 0.350 -1.08 -0.93 -3.24
O -1.809 0.378 -0.668 0.97 3.37 4.15
H -0.840 0.710 3.093 -1.22 1.25 -2.10
H -1.652 1.984 2.889 -1.11 2.11 1.32
O -1.379 1.279 2.366 2.17 -3.66 0.79
H -3.681 0.567 -1.848 -0.48 1.30 1.91
H -2.829 -0.203 -2.624 2.36 -1.10 -0.59
O -3.684 0.135 -2.668 -2.07 -0.13 -1.62
```
Positions in Å, forces in eV/Å.

The value obtained for the relative energy (zero: lowest compared OMol25 entry of this formula, charge and spin) is 130.0 kcal per mole. Its spin multiplicity is 1. As for the LUMO energy: 0.003 hartree. Its HOMO energy is -7.920 eV. The molecular weight is 223.27 g/mol. Its structure (SMILES) is C=CNC/C=C/C.O.O.O.O.O.O.O. Its charge is 0. For the strongest force on any atom, the calculation gives 5.434 eV/Å.

Molecular formula: C6H25O6
Method: DFT, wB97M-V/def2-TZVPD

```
37
Properties=species:S:1:pos:R:3:forces:R:3
O -7.675 -6.732 -12.364 6.81 -2.38 -10.26
H -8.588 -6.737 -12.066 3.83 -1.01 -2.74
H -7.552 -6.097 -13.074 0.22 -1.99 0.47
H -7.110 -6.427 -11.651 -0.28 -1.03 -2.57
O -6.842 -5.332 -13.737 2.75 3.55 -6.89
H -6.152 -4.871 -14.214 0.62 -0.10 -0.15
H -7.636 -4.830 -13.917 0.36 0.24 -0.57
O -9.374 -6.705 -11.525 -14.43 0.87 8.47
H -9.789 -7.348 -10.949 -0.21 -0.01 0.58
H -10.105 -6.236 -11.927 -0.41 0.57 -0.22
O -8.071 -9.001 -11.573 -0.07 -0.90 0.69
H -8.932 -8.676 -11.310 0.18 -0.78 -0.15
H -8.234 -9.485 -12.383 0.05 -0.30 -0.21
C -8.169 -7.412 -15.047 0.16 -0.18 0.13
C -9.322 -6.518 -14.665 -1.03 -0.17 -1.47
C -10.532 -7.366 -14.232 0.43 0.04 -0.54
O -8.989 -5.544 -13.620 -4.42 1.14 -1.53
H -8.362 -8.111 -15.861 -0.85 0.02 0.16
H -7.967 -7.967 -14.131 1.11 -0.10 -0.50
H -7.395 -6.785 -15.491 0.48 -0.37 0.78
H -9.435 -5.908 -15.561 -1.03 -0.03 -0.03
H -10.277 -7.833 -13.281 -0.21 -0.07 -0.12
H -10.648 -8.189 -14.938 -0.01 0.06 -0.07
H -11.502 -6.872 -14.178 0.18 0.31 0.14
H -9.270 -4.695 -13.968 -0.87 0.20 -0.03
C -4.608 -6.382 -10.400 -0.09 -1.98 0.46
C -5.912 -5.699 -10.508 0.63 3.30 0.29
C -5.972 -4.793 -11.762 1.90 0.00 2.54
O -7.027 -6.572 -10.587 3.45 0.43 11.96
H -3.746 -5.716 -10.440 -0.14 -0.21 -0.32
H -4.632 -7.237 -11.076 0.74 0.29 -0.71
H -4.601 -6.913 -9.449 0.32 0.22 0.45
H -5.928 -5.046 -9.635 -0.92 0.03 0.24
H -6.970 -4.464 -12.053 0.65 0.27 1.03
H -5.491 -5.376 -12.547 0.31 0.54 0.81
H -5.332 -3.950 -11.501 -0.08 0.18 -0.19
H -6.946 -7.153 -9.828 -0.15 -0.66 0.06
```
Positions in Å, forces in eV/Å.

The value obtained for the relative energy (zero: lowest compared OMol25 entry of this formula, charge and spin) is 272.4 kcal per mole. Its spin multiplicity is 1. As for the LUMO energy: -0.108 hartree. Its HOMO energy is -13.335 eV. The molecular weight is 193.26 g/mol. Its charge is +1. For the strongest force on any atom, the calculation gives 16.757 eV/Å.

Molecular formula: C6H26NO5
Method: DFT, wB97M-V/def2-TZVPD

```
38
Properties=species:S:1:pos:R:3:forces:R:3
C -2.028 -1.120 -0.743 0.32 -0.52 0.16
C -1.516 -2.428 -0.072 -0.94 0.90 -0.23
C -0.015 -2.465 0.157 0.39 0.52 0.81
C 0.872 -2.509 -1.118 -1.29 -0.30 1.39
C 1.144 -1.160 -1.814 0.41 -2.05 -0.70
C 1.462 0.046 -1.017 0.38 0.68 -0.16
N 2.733 -0.069 -0.208 0.03 0.70 -0.74
H -2.126 -1.288 -1.814 -0.03 0.37 -0.04
H -2.994 -0.787 -0.358 -0.13 -0.23 -0.19
H -1.338 -0.300 -0.553 0.04 0.07 -0.15
H -1.844 -3.273 -0.682 0.28 -0.06 -0.07
H -2.087 -2.565 0.852 0.47 -0.01 0.20
H 0.344 -1.599 0.747 -0.58 0.06 -0.04
H 0.132 -3.273 0.884 0.52 -0.33 -0.65
H 1.802 -2.995 -0.842 0.22 -0.14 -0.14
H 0.303 -3.171 -1.775 0.57 0.01 -0.45
H 2.048 -1.410 -2.396 -0.32 0.46 -0.33
H 0.339 -0.994 -2.527 0.05 0.52 0.06
H 0.686 0.446 -0.376 -0.02 -0.32 0.31
H 1.682 0.869 -1.698 -0.08 -0.03 -0.03
H 2.803 0.921 0.191 0.58 -1.17 0.73
H 2.744 -0.756 0.544 -0.39 0.20 0.13
H 3.546 -0.275 -0.792 -0.24 0.07 -0.12
H -2.008 1.562 1.811 -0.28 -0.31 0.29
H -2.115 3.098 1.695 0.03 -0.42 -0.13
O -1.621 2.328 1.366 -0.09 0.62 -0.08
H -1.247 2.295 -0.766 0.23 0.24 -0.37
H -0.631 3.005 -2.047 -0.34 -0.25 0.25
O -0.518 2.279 -1.417 0.04 0.17 0.16
H 1.821 2.397 1.445 0.29 0.32 -0.09
H 3.091 2.019 2.277 0.17 0.14 0.10
O 2.535 1.721 1.556 -0.41 0.20 0.14
H -2.926 -0.588 3.132 -0.11 -0.05 -0.38
H -3.255 -0.413 1.591 0.03 -0.12 0.70
O -3.174 0.044 2.445 0.23 0.28 -0.39
H 0.009 3.229 1.389 0.38 0.37 -0.48
H 0.579 3.511 -0.003 -0.01 -0.02 0.21
O 0.769 3.669 0.937 -0.39 -0.57 0.33
```
Positions in Å, forces in eV/Å.

The value obtained for the relative energy (zero: lowest compared OMol25 entry of this formula, charge and spin) is 0.0 kcal per mole. Its spin multiplicity is 1. As for the LUMO energy: -0.098 hartree. Its HOMO energy is -14.177 eV. The molecular weight is 192.28 g/mol. Its charge is +1. For the strongest force on any atom, the calculation gives 2.205 eV/Å.

Molecular formula: C6H27NO8
Method: DFT, wB97M-V/def2-TZVPD

```
42
Properties=species:S:1:pos:R:3:forces:R:3
C 2.267 -0.229 2.198 1.01 0.91 -0.16
C 1.385 0.182 1.033 -0.72 -0.30 0.11
N 0.327 1.216 1.259 0.38 -1.94 1.30
C 0.323 1.840 2.559 -0.39 0.36 0.03
C -2.003 1.931 0.644 -1.45 -0.09 1.84
C -0.911 0.889 0.595 0.58 1.21 -1.43
C -1.433 -0.538 0.934 -0.64 0.39 0.36
O -2.178 -1.033 0.157 -0.06 -0.27 0.11
H 1.811 -0.235 3.181 -0.45 -0.45 -0.09
H 3.143 0.410 2.315 -0.02 0.19 -0.15
H 2.673 -1.199 1.929 -0.16 -0.24 0.22
H 0.825 -0.727 0.782 -0.01 0.08 -0.38
H 1.936 0.455 0.131 0.10 0.10 -0.03
H -0.321 1.269 3.244 -0.13 -0.07 -0.15
H -0.108 2.830 2.473 -0.09 0.26 0.12
H 1.301 1.870 3.022 0.19 0.14 -0.30
H -2.395 2.078 1.667 0.82 0.42 0.10
H -1.747 2.880 0.187 0.05 -0.09 -0.10
H -2.964 1.567 0.280 0.46 -0.27 -1.06
H -0.634 0.813 -0.461 0.07 -0.44 -0.14
H -1.198 -0.979 1.920 0.27 -0.11 -0.09
H 1.229 2.597 -1.784 -0.06 0.26 -0.45
H 2.266 2.007 -2.749 -0.06 0.02 -0.07
O 1.391 1.852 -2.375 0.01 -0.35 0.33
H 1.406 -2.221 -3.109 0.13 -0.60 -0.69
H 1.555 -0.708 -3.155 0.11 0.23 -0.35
O 1.799 -1.511 -3.626 0.72 0.97 -0.98
H -0.253 -2.388 -1.949 -0.05 -0.09 0.25
H 1.070 -1.725 -1.793 -0.16 -0.14 0.84
O 0.668 -2.601 -1.758 -0.53 -0.28 1.11
H -1.940 -3.841 -1.651 0.36 -0.74 0.16
H -2.729 -3.063 -0.727 -0.43 0.16 0.61
O -2.104 -3.794 -0.699 -0.22 0.50 -0.97
H -0.104 4.458 0.120 0.05 0.29 -0.20
H 0.709 3.190 -0.006 0.13 0.07 0.18
O 0.487 3.994 -0.486 -0.04 -0.29 0.19
H -0.550 0.328 -2.963 0.29 0.44 0.76
H -1.297 -0.828 -3.269 -0.43 -0.43 0.58
O -1.014 -0.364 -2.460 0.17 0.30 -1.51
H -1.009 -4.227 1.879 -0.13 -0.05 -0.22
H -1.089 -3.043 0.884 -0.13 -0.77 -0.33
O -0.593 -3.400 1.626 0.44 0.77 0.63
```
Positions in Å, forces in eV/Å.

The value obtained for the relative energy (zero: lowest compared OMol25 entry of this formula, charge and spin) is 25.7 kcal per mole. Its spin multiplicity is 2. As for the LUMO energy (alpha / beta): -0.129 / -0.274 hartree. Its HOMO energy (alpha / beta) is -13.580 / -13.580 eV. The molecular weight is 241.28 g/mol. Its charge is +1. For the strongest force on any atom, the calculation gives 2.368 eV/Å.